Molecular formula: C3H2IN2
Method: DFT, ωB97M-V with the def2-TZVPD basis set

Computed properties:
gap between HOMO and LUMO	8.65	eV
energy above the lowest of the compared OMol25 structures with the same formula, charge and spin	24.30	kcal per mole
total charge	+1
HOMO energy	-15.2	eV
SMILES	I/C=N\C1=[N+]=C1
LUMO	-6.6	eV

Each atom is followed by the atoms it is bonded to, with distances in Å.
CARTESIAN COORDINATES (ANGSTROEM)
1 H 0.62 -2.17 1.00  C3 1.077
2 N -2.23 1.23 -0.12  C5 1.411, C6 1.380
3 C -0.02 -1.46 0.52  H1 1.077, I4 2.031, N8 1.303
4 I 0.13 -1.72 -1.49  C3 2.031
5 C -0.97 1.02 -0.73  N2 1.411, C6 1.418, H7 1.127
6 C -1.34 0.36 0.48  N2 1.380, C5 1.418, N8 1.265
7 H -0.59 1.45 -1.69  C5 1.127
8 N -0.85 -0.64 1.09  C3 1.303, C6 1.265